{"formula": "C35H36BCl3FGeN4O5SeW", "method": "ωB97M-V/def2-TZVPD", "relative_energy_kcal_mol": 0.0, "multiplicity": 4, "molar_mass_da": 1064.28, "homo_lumo_gap_ev": [6.52, 6.41], "total_energy_ev": -217734.6212, "e_homo_ev": [-7.2, -7.4], "total_charge": 0, "largest_force_ev_per_a": 1.307, "elements": ["H", "H", "H", "C", "C", "C", "Cl", "C", "H", "O", "H", "H", "Ge", "H", "Se", "C", "H", "C", "C", "C", "H", "O", "C", "H", "H", "C", "H", "H", "F", "B", "H", "C", "O", "H", "H", "C", "H", "H", "C", "N", "H", "C", "H", "H", "Cl", "C", "H", "H", "N", "W", "C", "C", "H", "H", "C", "C", "H", "C", "N", "H", "C", "C", "C", "C", "H", "C", "C", "H", "C", "H", "N", "C", "H", "C", "O", "H", "O", "H", "Cl", "C", "C", "H", "C", "C", "C", "H", "C", "H"], "coordinates": [[0.531, 2.618, -0.407], [-2.614, 6.645, -2.985], [6.115, 2.653, 2.033], [-3.608, 3.410, -2.749], [0.420, 3.104, 3.569], [-0.927, -1.089, 2.412], [0.866, -3.993, 1.206], [4.277, 1.569, 1.953], [-2.847, -2.199, 3.656], [2.086, 0.559, 0.596], [1.505, 3.126, 1.736], [-4.228, -0.875, -0.876], [0.229, -2.860, -0.585], [-5.864, -1.879, 0.662], [0.402, -0.098, -2.864], [-1.858, 2.312, 3.437], [1.500, 3.455, -4.164], [-0.789, 2.803, 4.164], [4.871, 0.730, 4.527], [4.808, -3.134, -0.796], [-5.168, -2.581, 2.939], [3.610, 0.326, -1.232], [-2.592, -0.958, 0.486], [4.001, -3.494, -1.421], [-2.795, 2.102, 3.934], [-2.519, 5.569, -2.955], [5.773, 0.618, -2.865], [-0.376, 5.599, -3.189], [-0.940, 3.009, 5.494], [2.884, -0.272, -0.250], [5.083, 0.394, 5.532], [-2.196, -1.324, 1.810], [3.317, -1.481, 0.185], [4.820, -3.726, 0.118], [2.044, -0.632, 4.160], [4.015, -1.353, -2.925], [-4.623, 5.285, -2.706], [3.084, -1.883, -2.726], [0.560, 2.888, 2.209], [1.198, -0.293, 2.582], [6.665, -0.723, -2.143], [2.169, 0.281, 1.962], [5.758, -3.278, -1.313], [6.663, -1.475, 0.279], [-1.774, -3.725, -0.919], [-0.286, 2.015, 0.011], [5.580, -0.195, 0.859], [-1.193, 2.224, -0.557], [-1.929, 1.522, -2.852], [0.193, -0.166, -0.213], [-3.665, 4.792, -2.797], [-0.481, 2.364, 1.436], [1.230, 3.500, 4.165], [4.040, 1.892, 0.947], [-1.263, 4.995, -3.070], [4.569, -0.695, -1.670], [6.653, 1.880, 4.326], [-4.457, -2.121, 2.269], [0.100, -0.553, 1.808], [-4.498, 2.810, -2.622], [5.440, 1.993, 2.558], [4.629, -1.671, -0.439], [3.679, 0.311, 3.936], [-3.161, -1.912, 2.660], [5.459, -1.826, 1.524], [-0.585, 1.478, -2.957], [3.386, 0.716, 2.619], [4.731, -2.063, -3.334], [-1.696, 2.099, 2.080], [3.822, -0.583, -3.670], [-0.129, 2.739, -3.074], [-1.202, 3.610, -3.018], [-0.811, -1.356, 3.458], [5.650, -1.256, 0.616], [-1.799, -0.437, -0.425], [-2.524, 1.701, 1.507], [2.868, -0.469, 4.661], [-2.466, 0.695, -2.638], [1.296, -3.924, -2.208], [5.738, 1.560, 3.847], [5.879, 0.012, -1.967], [1.434, 3.943, -2.450], [-4.845, -1.725, 0.988], [-2.354, 2.832, -2.865], [-3.939, -1.153, 0.129], [6.182, 0.659, -1.146], [1.256, 3.130, -3.152], [1.872, 2.273, -2.882]]}